Entry 1:
{
  "formula": "C5H5O3",
  "method": "ωB97M-V with the def2-TZVPD basis set",
  "symbols": ["C", "C", "C", "C", "C", "O", "O", "O", "H", "H", "H", "H", "H"],
  "coordinates": [[-0.592, -0.509, -0.804], [2.096, -0.459, -1.447], [0.402, 0.256, -0.014], [1.361, 0.788, -1.063], [-1.929, -0.369, 1.143], [2.681, -1.317, -0.803], [0.698, 0.439, 1.204], [-1.832, -0.704, -0.223], [2.024, 1.409, -0.471], [0.980, 1.254, -1.899], [-1.385, -1.089, 1.614], [-2.906, -0.362, 1.446], [-1.599, 0.663, 1.318]],
  "multiplicity": 1,
  "total_charge": -1,
  "de_lowest_kj_mol": 546.8,
  "homo_energy_ev": [-3.15, -2.28],
  "total_energy_ha": -419.08157
}



Entry 2:
{
  "formula": "C5H8FO4Tb",
  "method": "ωB97M-V with the def2-TZVPD basis set",
  "symbols": ["O", "C", "C", "O", "C", "O", "O", "C", "H", "F", "H", "H", "H", "H", "C", "H", "H", "H", "Tb"],
  "coordinates": [[-1.201, -1.107, -0.259], [-1.832, -0.503, -1.272], [-1.568, 1.002, -1.184], [-1.445, 1.292, 0.209], [-0.416, 0.671, 0.810], [0.759, 1.080, 0.365], [-0.586, 0.204, 1.957], [1.951, 0.495, 0.924], [-2.383, 1.605, -1.592], [-3.247, -0.680, -1.183], [-1.562, -0.903, -2.264], [-0.621, 1.227, -1.692], [2.726, 1.248, 0.743], [1.809, 0.378, 2.005], [2.302, -0.822, 0.268], [3.270, -1.162, 0.661], [1.562, -1.597, 0.503], [2.386, -0.707, -0.821], [-1.904, -1.722, 1.820]],
  "multiplicity": 8,
  "total_charge": 1,
  "de_lowest_kj_mol": 0.0,
  "s2": 15.772,
  "homo_energy_ev": [-13.37, -12.61],
  "total_energy_ha": -1420.36584
}



Entry 3:
{
  "formula": "C4H7NO2",
  "method": "ωB97M-V with the def2-TZVPD basis set",
  "symbols": ["C", "C", "N", "O", "C", "C", "O", "H", "H", "H", "H", "H", "H", "H"],
  "coordinates": [[0.716, 1.993, 0.063], [0.110, 0.649, 0.359], [0.211, -0.052, 1.412], [-0.621, 0.202, -0.689], [-1.124, -1.119, -0.549], [0.012, -2.122, -0.644], [-0.120, -3.298, -0.422], [0.058, 2.796, 0.409], [1.678, 2.091, 0.573], [0.864, 2.113, -1.013], [0.788, 0.417, 2.105], [-1.656, -1.255, 0.396], [-1.810, -1.268, -1.389], [0.976, -1.685, -0.986]],
  "multiplicity": 1,
  "total_charge": 0,
  "de_lowest_kj_mol": 132.5,
  "homo_energy_ev": -9.81,
  "total_energy_ha": -361.83040,
  "smiles": "[H]/N=C(\\C)OCC=O"
}



Entry 4:
{
  "formula": "C2H3ClF2S",
  "method": "ωB97M-V with the def2-TZVPD basis set",
  "symbols": ["C", "C", "F", "F", "S", "Cl", "H", "H", "H"],
  "coordinates": [[-0.337, 0.110, -0.176], [-1.719, -0.443, 0.103], [-2.031, -1.663, -0.822], [-1.812, -1.027, 1.252], [1.082, -1.087, -0.036], [-2.973, 0.686, -0.114], [-0.297, 0.746, -1.140], [-0.107, 0.948, 0.470], [1.790, -0.005, 0.017]],
  "multiplicity": 1,
  "total_charge": 0,
  "de_lowest_kj_mol": 77.7,
  "homo_energy_ev": -9.71,
  "total_energy_ha": -1136.08423,
  "smiles": "FC(F)(Cl)CS"
}



Entry 5:
{
  "formula": "C11H27CdInO6PS",
  "method": "ωB97M-V with the def2-TZVPD basis set",
  "symbols": ["C", "C", "C", "C", "In", "C", "C", "C", "C", "C", "C", "C", "S", "O", "O", "O", "P", "O", "O", "O", "H", "H", "H", "H", "H", "H", "H", "H", "H", "H", "H", "H", "H", "H", "H", "H", "H", "H", "H", "H", "H", "H", "H", "H", "H", "H", "H", "Cd"],
  "coordinates": [[-2.273, 3.807, -0.318], [-3.363, 2.644, -0.311], [-2.990, 1.635, -1.484], [-2.979, 0.122, -0.993], [-0.752, -0.397, -0.694], [-0.164, 0.584, 1.259], [-0.173, -0.422, 2.458], [-1.526, -0.468, 3.242], [-0.361, -2.601, -0.562], [1.174, -2.966, -0.746], [1.993, -2.351, 0.465], [3.472, -1.930, 0.169], [3.790, -0.170, 0.569], [3.826, 0.633, -0.681], [2.821, 0.388, 1.579], [5.279, -0.160, 1.320], [0.464, 0.533, -2.717], [1.460, 1.629, -2.389], [-0.674, 0.990, -3.901], [1.321, -0.754, -3.450], [-1.318, 3.501, 0.178], [-2.643, 4.713, 0.235], [-2.020, 4.135, -1.360], [-4.332, 3.149, -0.553], [-3.347, 2.171, 0.699], [-1.943, 1.915, -1.790], [-3.634, 1.766, -2.390], [-3.453, -0.579, -1.721], [-3.439, 0.059, 0.031], [0.865, 1.025, 1.220], [-0.923, 1.373, 1.495], [0.778, -0.167, 3.123], [-0.013, -1.441, 2.000], [-1.973, 0.530, 3.461], [-1.305, -0.939, 4.243], [-2.296, -1.128, 2.767], [-0.674, -3.043, 0.424], [-0.934, -3.108, -1.379], [1.571, -2.743, -1.763], [1.239, -4.085, -0.617], [1.940, -3.067, 1.322], [1.456, -1.419, 0.774], [4.135, -2.530, 0.856], [3.814, -2.144, -0.869], [5.524, 0.779, 1.418], [-0.215, 1.236, -4.721], [0.652, -1.317, -3.878], [2.144, 0.610, 3.978]],
  "multiplicity": 1,
  "total_charge": 1,
  "homo_energy_ev": -10.84,
  "total_energy_ha": -1983.69979
}